# C41H33InN7O2PS5

A molecular structure, C41H33InN7O2PS5 (wB97M-V/def2-TZVPD, OMol25).

Values from the calculation:
HOMO-LUMO gap = 6.7 eV
calculated total energy = -4638.470168 Ha
ΔE to the lowest compared entry with this formula, charge and spin = 10.15 kcal/mol
LUMO level = -0.06 eV

Atoms and positions in Å:
In  0.92  -0.32  0.93
C  -4.32  -5.54  -2.81
O  -3.87  -4.23  -3.07
C  -4.50  -3.21  -2.44
C  -5.59  -3.35  -1.59
C  -6.15  -2.22  -1.01
C  -5.61  -0.97  -1.21
C  -4.54  -0.82  -2.09
C  -3.99  -1.93  -2.70
N  -6.30  0.12  -0.57
N  -5.72  1.09  -0.05
C  -4.30  1.13  0.11
C  -3.65  2.26  -0.33
C  -2.26  2.37  -0.31
C  -1.47  1.36  0.20
O  -0.16  1.38  0.17
C  -2.15  0.25  0.82
N  -1.37  -0.67  1.44
C  -1.92  -1.72  2.01
C  -3.31  -1.91  2.05
C  -4.12  -0.99  1.44
C  -3.55  0.12  0.77
H  -3.69  -6.20  -3.39
H  -5.36  -5.67  -3.12
H  -4.23  -5.79  -1.75
H  -6.01  -4.32  -1.38
H  -7.02  -2.32  -0.36
H  -4.13  0.16  -2.31
H  -3.16  -1.84  -3.38
H  -4.25  3.05  -0.76
H  -1.78  3.25  -0.71
H  -1.25  -2.45  2.46
H  -3.72  -2.77  2.55
H  -5.19  -1.11  1.47
S  0.99  -6.82  3.71
C  1.21  -5.39  2.92
S  2.18  -4.09  3.52
C  1.94  -2.97  2.19
C  1.14  -3.41  1.20
S  0.66  -2.53  -0.24
S  0.46  -5.01  1.41
S  2.70  -1.40  2.34
N  4.09  0.96  -1.14
P  2.44  1.24  -0.84
C  2.53  3.04  -0.53
C  3.62  3.62  0.11
C  3.65  4.98  0.36
C  2.58  5.78  -0.02
C  1.48  5.21  -0.64
C  1.45  3.85  -0.89
C  1.66  1.17  -2.49
C  0.55  0.36  -2.73
C  -0.02  0.31  -3.99
C  0.50  1.07  -5.02
C  1.61  1.88  -4.80
C  2.18  1.93  -3.54
C  4.62  -0.32  -1.07
C  6.00  -0.55  -0.96
C  6.43  -1.86  -0.90
C  5.50  -2.89  -0.95
C  4.16  -2.55  -1.06
N  3.73  -1.30  -1.14
H  4.72  1.73  -1.30
H  4.44  3.00  0.45
H  4.51  5.42  0.86
H  2.61  6.85  0.16
H  0.64  5.83  -0.93
H  0.59  3.40  -1.37
H  0.14  -0.24  -1.93
H  -0.88  -0.33  -4.16
H  0.05  1.03  -6.00
H  2.02  2.46  -5.61
H  3.04  2.57  -3.37
H  6.69  0.28  -0.90
H  7.48  -2.07  -0.80
H  5.80  -3.92  -0.90
H  3.39  -3.31  -1.10
N  1.18  3.12  6.46
C  1.03  2.43  5.30
C  1.43  2.97  4.07
C  1.23  2.24  2.92
N  0.69  1.02  2.90
C  0.31  0.50  4.07
C  0.45  1.16  5.28
H  1.75  3.95  6.48
H  1.04  2.64  7.34
H  1.87  3.96  4.02
H  1.51  2.65  1.95
H  -0.12  -0.49  4.04
H  0.12  0.68  6.19


# C29H43N3O7P2Tb

A molecular structure, C29H43N3O7P2Tb (wB97M-V/def2-TZVPD, OMol25).

Values from the calculation:
HOMO-LUMO gap (spin up / spin down) = 4.5 / 4.5 eV
multiplicity = 7
charge = +1
calculated total energy = -3328.017438 Ha
ΔE to the lowest compared entry with this formula, charge and spin = 0.00 kcal/mol
LUMO level (spin up / spin down) = -4.89 / -4.86 eV
<S²> = 12.857

Atoms and positions in Å:
Tb  -0.38  1.67  -1.01
C  -0.76  -2.19  0.83
C  0.55  -2.23  0.26
C  0.62  -0.91  2.15
C  -0.69  -1.42  2.03
C  1.39  -1.41  1.07
C  -2.01  -2.75  0.27
H  -1.92  -2.92  -0.81
H  -2.86  -2.07  0.43
H  -2.27  -3.71  0.74
C  -1.82  -1.14  2.94
H  -2.60  -1.90  2.82
H  -2.27  -0.16  2.74
H  -1.48  -1.13  3.99
C  1.10  0.02  3.20
H  1.53  -0.53  4.05
H  0.28  0.64  3.58
H  1.88  0.69  2.81
C  2.80  -1.05  0.76
H  3.51  -1.83  1.09
H  3.07  -0.11  1.27
H  2.95  -0.88  -0.32
C  0.95  -2.90  -0.99
H  1.60  -3.78  -0.81
H  1.51  -2.21  -1.65
H  0.07  -3.25  -1.54
C  -1.50  2.02  -4.90
C  -1.95  0.75  -5.12
C  -1.47  -0.11  -6.25
C  0.04  -0.13  -6.58
C  0.95  0.14  -5.43
C  1.52  1.37  -5.18
C  0.93  2.69  -5.49
C  -0.58  2.74  -5.83
H  -2.03  0.20  -7.16
H  0.24  0.50  -7.45
H  -1.77  -1.16  -6.08
H  -0.74  2.44  -6.87
H  -1.91  2.64  -4.10
H  -2.94  0.38  -4.85
H  -0.87  3.80  -5.80
H  1.11  3.43  -4.68
H  2.59  1.40  -4.97
H  1.48  3.11  -6.35
H  0.27  -1.14  -6.96
H  1.32  -0.76  -4.93
P  -1.87  0.07  -2.52
C  -3.42  1.06  -2.61
C  -1.82  -1.54  -3.32
P  1.81  0.90  -2.35
C  0.03  0.92  -3.11
C  2.96  -0.36  -2.97
C  2.64  2.55  -2.57
H  -3.31  2.05  -2.13
H  -4.20  0.48  -2.08
H  -3.79  1.25  -3.62
H  -1.19  -1.51  -4.22
H  -2.84  -1.84  -3.60
H  -1.39  -2.28  -2.62
H  2.78  2.82  -3.63
H  3.65  2.45  -2.12
H  2.13  3.39  -2.07
H  -0.16  1.98  -3.39
H  -0.06  0.22  -3.95
H  3.72  -0.50  -2.19
H  3.48  -0.05  -3.88
H  2.49  -1.33  -3.16
O  -0.35  8.07  3.42
N  -0.69  7.01  3.97
O  -1.10  6.94  5.15
C  -0.65  5.79  3.18
C  -0.27  5.81  1.84
C  -0.40  4.66  1.04
C  -0.91  3.45  1.64
O  -0.95  2.28  1.08
C  -1.35  3.50  2.99
C  -1.13  4.62  3.77
N  -1.97  2.29  3.54
O  -2.97  1.81  2.97
O  -1.43  1.77  4.54
N  0.05  4.73  -0.32
O  0.79  5.63  -0.70
O  -0.40  3.82  -1.22
H  0.10  6.72  1.37
H  -1.38  4.59  4.82


# C18H13AgAsNO2

A molecular structure, C18H13AgAsNO2 (wB97M-V/def2-TZVPD, OMol25).

Values from the calculation:
HOMO-LUMO gap = 8.1 eV
calculated total energy = -3281.579199 Ha
ΔE to the lowest compared entry with this formula, charge and spin = 0.00 kcal/mol
LUMO level = -0.35 eV

Atoms and positions in Å:
Ag  9.80  9.53  7.32
C  9.20  9.44  14.53
C  8.26  10.25  13.86
C  8.29  10.27  12.49
C  9.27  9.59  11.72
C  10.24  8.89  12.42
C  10.12  8.73  13.80
As  8.95  9.37  9.75
C  9.81  7.59  9.39
C  11.17  7.33  9.20
C  11.68  6.02  9.21
C  10.80  4.97  9.36
C  9.42  5.20  9.49
C  8.94  6.51  9.57
C  7.50  6.90  9.69
C  6.41  6.01  9.78
C  5.16  6.52  10.01
C  4.92  7.90  10.10
C  5.98  8.76  10.03
C  7.29  8.26  9.78
H  9.16  9.34  15.63
H  7.47  10.78  14.40
H  7.45  10.77  11.95
H  11.03  8.39  11.88
H  10.77  7.98  14.27
H  11.84  8.16  9.12
H  12.76  5.87  9.15
H  11.15  3.91  9.49
H  8.71  4.33  9.61
H  6.60  4.95  9.64
H  4.29  5.87  10.15
H  3.94  8.25  10.23
H  5.79  9.83  10.15
O  10.00  9.14  5.03
N  11.21  8.95  5.01
O  11.89  9.28  6.03


# C47H45AsCl2CrN2O9P

A molecular structure, C47H45AsCl2CrN2O9P (wB97M-V/def2-TZVPD, OMol25).

Values from the calculation:
HOMO-LUMO gap (spin up / spin down) = 6.8 / 7.8 eV
multiplicity = 5
charge = -1
calculated total energy = -7146.816688 Ha
ΔE to the lowest compared entry with this formula, charge and spin = 7.64 kcal/mol
LUMO level (spin up / spin down) = 1.46 / 1.46 eV
<S²> = 6.014

Atoms and positions in Å:
Cr  12.26  15.71  10.43
O  16.37  12.99  14.01
C  15.51  13.74  13.26
C  14.37  14.26  13.82
C  13.50  14.91  12.93
N  13.78  15.06  11.65
C  14.88  14.55  11.12
C  15.82  13.86  11.89
C  14.95  14.68  9.60
O  15.93  14.23  9.04
O  13.87  15.26  9.13
C  12.15  15.49  13.27
O  11.68  15.36  14.38
O  11.57  16.11  12.30
H  16.00  12.83  14.88
H  14.20  14.12  14.89
H  16.67  13.32  11.54
Cl  6.66  12.71  7.92
C  7.23  13.46  9.40
Cl  5.99  14.28  10.37
H  8.00  14.12  9.16
H  7.67  12.70  10.08
C  9.78  18.58  6.94
C  10.35  17.38  7.69
C  11.53  16.85  6.90
C  9.28  16.29  7.85
P  11.07  17.67  9.42
C  12.35  18.98  9.09
C  12.00  20.32  8.87
C  13.01  21.19  8.52
C  14.35  20.76  8.35
C  14.68  19.46  8.63
C  13.66  18.59  8.96
C  9.76  18.39  10.58
C  9.04  17.21  11.28
C  10.54  19.26  11.57
C  8.70  19.34  10.00
H  9.63  18.32  5.88
H  10.53  19.41  6.89
H  8.86  18.98  7.32
H  11.17  16.46  5.94
H  11.98  16.00  7.44
H  12.28  17.63  6.78
H  8.89  16.05  6.84
H  8.44  16.73  8.43
H  9.63  15.39  8.35
H  10.96  20.58  9.11
H  12.79  22.25  8.42
H  15.16  21.40  8.09
H  15.68  19.07  8.62
H  13.83  17.51  9.05
H  9.71  16.53  11.81
H  8.59  16.60  10.52
H  8.30  17.60  11.97
H  11.33  18.67  11.99
H  9.94  19.59  12.43
H  10.89  20.14  11.09
H  7.97  18.86  9.29
H  9.16  20.16  9.41
H  8.16  19.77  10.83
C  7.40  9.40  12.11
C  8.43  9.93  11.35
C  9.06  11.09  11.73
C  8.69  11.74  12.93
C  7.64  11.22  13.68
C  7.00  10.04  13.28
As  9.74  13.38  13.31
C  9.38  13.47  15.23
C  8.30  14.10  15.82
C  8.20  14.15  17.21
C  9.21  13.60  17.99
C  10.29  12.97  17.41
C  10.38  12.91  16.02
C  11.43  12.21  15.25
C  12.53  11.57  15.79
C  13.41  10.88  14.95
C  13.24  10.91  13.58
C  12.20  11.64  13.02
C  11.31  12.34  13.86
H  6.96  8.43  11.81
H  8.80  9.45  10.49
H  9.91  11.44  11.13
H  7.34  11.70  14.61
H  6.15  9.63  13.87
H  7.56  14.58  15.20
H  7.34  14.62  17.72
H  9.12  13.63  19.07
H  11.04  12.55  18.07
H  12.56  11.43  16.85
H  14.29  10.43  15.37
H  13.96  10.41  12.96
H  12.03  11.67  11.95
O  10.30  13.21  8.37
C  11.11  13.07  9.26
O  11.28  13.81  10.28
C  12.01  11.89  9.24
C  11.65  10.81  8.51
C  12.49  9.68  8.45
C  13.65  9.68  9.18
C  14.07  10.77  9.95
C  13.20  11.87  9.97
N  14.52  8.50  9.17
O  14.13  7.49  8.60
O  15.60  8.58  9.83
H  10.67  10.80  8.05
H  12.26  8.79  7.85
H  15.03  10.72  10.43
H  13.45  12.70  10.60


# C9H19N4

A gas-phase ion, C9H19N4 (charge +1) (wB97M-V/def2-TZVPD, OMol25).

Values from the calculation:
HOMO-LUMO gap = 10.3 eV
charge = +1
calculated total energy = -573.004924 Ha
ΔE to the lowest compared entry with this formula, charge and spin = 68.22 kcal/mol
LUMO level = -2.82 eV
structure (SMILES) = CC(C)n1[nH]nc(C(C)(C)C)c1=[NH2+]

Atoms and positions in Å:
C  -3.58  -0.26  1.22
C  -2.86  0.24  0.01
C  -3.46  -0.18  -1.35
N  -1.40  -0.18  -0.06
N  -0.96  -1.47  -0.04
N  0.34  -1.57  0.03
C  0.88  -0.41  0.03
C  2.36  -0.15  -0.12
C  2.74  1.00  0.87
C  2.75  0.09  -1.58
C  3.17  -1.31  0.54
C  -0.34  0.59  0.04
N  -0.20  1.91  0.02
H  -3.27  -1.23  1.34
H  -4.76  -0.16  1.04
H  -3.37  0.31  2.19
H  -2.63  1.36  -0.12
H  -4.12  -1.13  -1.03
H  -2.84  -0.58  -2.16
H  -4.00  0.68  -1.67
H  -1.47  -2.25  0.38
H  3.85  1.29  0.91
H  2.35  2.06  0.52
H  2.50  0.89  1.83
H  3.37  1.03  -1.52
H  3.29  -0.72  -1.86
H  1.87  0.27  -2.17
H  4.19  -1.23  0.37
H  3.14  -1.44  1.54
H  2.78  -2.16  0.03
H  0.67  2.32  0.35
H  -0.99  2.40  0.42


# C6H12

A molecular structure, C6H12 (wB97M-V/def2-TZVPD, OMol25).

Values from the calculation:
HOMO-LUMO gap = 9.9 eV
calculated total energy = -235.626629 Ha
ΔE to the lowest compared entry with this formula, charge and spin = 120.23 kcal/mol
LUMO level = 1.10 eV

Atoms and positions in Å:
C  -2.29  -0.27  0.58
C  -1.28  -0.54  -0.53
C  0.04  0.12  -0.27
C  1.07  -0.73  -0.11
C  2.49  -0.32  0.25
C  0.07  1.58  -0.07
H  -3.10  -0.53  0.24
H  -2.02  -0.71  1.65
H  -2.57  0.90  0.63
H  -1.63  -0.11  -1.46
H  -1.27  -1.83  -0.99
H  0.98  -1.83  -0.20
H  3.24  -0.41  -0.27
H  2.65  -0.82  1.31
H  2.56  0.71  0.32
H  1.02  1.87  -0.15
H  -0.18  1.93  -0.99
H  -0.27  1.80  0.78


# C7H14N3S

A gas-phase ion, C7H14N3S (charge +1) (wB97M-V/def2-TZVPD, OMol25).

Values from the calculation:
HOMO-LUMO gap (spin up / spin down) = 7.1 / 7.1 eV
charge = +1
calculated total energy = -837.209155 Ha
ΔE to the lowest compared entry with this formula, charge and spin = 83.54 kcal/mol
LUMO level (spin up / spin down) = -4.61 / -4.61 eV
structure (SMILES) = C/C=[N+]1/CCC/C1=N/NSC

Atoms and positions in Å:
C  2.02  -1.99  0.25
C  1.53  -0.68  0.67
N  0.93  0.14  -0.14
C  1.20  1.57  -0.01
C  0.11  2.25  -0.85
C  -0.26  1.14  -1.89
C  -0.19  -0.06  -1.03
N  -1.08  -0.97  -0.76
N  -0.88  -1.72  0.36
S  -2.31  -2.34  1.06
C  -3.32  -0.93  1.33
H  2.07  -2.77  1.04
H  2.96  -1.74  -0.29
H  1.48  -2.53  -0.63
H  1.99  -0.24  1.52
H  2.09  1.74  -0.41
H  1.26  1.89  1.01
H  0.62  3.01  -1.40
H  -0.78  2.64  -0.23
H  0.50  1.14  -2.68
H  -1.28  1.26  -2.47
H  -0.18  -2.48  0.10
H  -2.84  -0.01  1.71
H  -3.95  -1.48  2.05
H  -3.83  -0.68  0.51


# C2H8N2O2

2 unconnected molecules or ions with the total composition C2H8N2O2 (wB97M-V/def2-TZVPD, OMol25).

Values from the calculation:
HOMO-LUMO gap = 9.4 eV
calculated total energy = -341.020654 Ha
ΔE to the lowest compared entry with this formula, charge and spin = 6.13 kcal/mol
LUMO level = 0.32 eV
structure (SMILES) = CNC(N)=O.O

Atoms and positions in Å:
C  1.68  1.06  -0.52
N  0.56  0.40  0.11
C  0.69  -0.95  0.41
N  -0.29  -1.46  1.22
O  1.62  -1.63  0.01
H  1.95  0.61  -1.47
H  2.53  1.12  0.15
H  1.40  2.10  -0.70
H  -0.40  0.63  -0.14
H  -1.18  -1.02  1.37
H  -0.22  -2.44  1.39
O  -2.48  0.62  -0.38
H  -2.72  1.06  -1.18
H  -3.14  -0.11  -0.27


# C5H14

2 unconnected molecules or ions with the total composition C5H14 (wB97M-V/def2-TZVPD, OMol25).

Values from the calculation:
HOMO-LUMO gap = 12.5 eV
calculated total energy = -198.875499 Ha
ΔE to the lowest compared entry with this formula, charge and spin = 8.57 kcal/mol
LUMO level = 1.14 eV
structure (SMILES) = CCC.CC

Atoms and positions in Å:
C  0.16  2.82  1.09
C  -0.08  1.74  0.01
C  -1.57  1.29  -0.09
H  0.61  2.41  1.99
H  0.93  3.50  0.71
H  -0.74  3.40  1.22
H  0.19  2.16  -0.96
H  0.52  0.84  0.19
H  -2.26  1.91  0.48
H  -1.73  0.27  0.26
H  -1.86  1.35  -1.14
C  0.33  -2.08  -0.26
C  1.12  -3.31  -0.65
H  -0.60  -2.35  0.24
H  -0.01  -1.51  -1.12
H  0.94  -1.47  0.41
H  1.43  -3.91  0.21
H  0.59  -3.96  -1.35
H  2.03  -3.10  -1.23


# C13H27N6SSbSe4Ti

A molecular structure, C13H27N6SSbSe4Ti (wB97M-V/def2-TZVPD, OMol25).

Values from the calculation:
HOMO-LUMO gap (spin up / spin down) = 6.2 / 6.7 eV
multiplicity = 3
calculated total energy = -11933.791596 Ha
ΔE to the lowest compared entry with this formula, charge and spin = 0.00 kcal/mol
LUMO level (spin up / spin down) = -0.01 / -0.49 eV
<S²> = 2.019

Atoms and positions in Å:
Ti  -11.15  -7.68  3.78
C  -14.27  -8.70  6.73
C  -13.42  -8.08  5.64
N  -12.12  -8.37  5.48
N  -11.52  -9.27  6.35
C  -10.99  -8.92  7.53
N  -10.46  -9.97  8.24
S  -11.17  -7.39  8.20
C  -13.98  -7.31  4.64
C  -15.40  -7.07  4.51
C  -15.87  -6.29  3.47
C  -15.04  -5.82  2.46
C  -13.66  -5.97  2.71
N  -13.14  -6.73  3.70
H  -15.13  -8.03  7.04
H  -13.77  -8.81  7.66
H  -14.70  -9.67  6.37
H  -11.09  -10.05  5.83
H  -10.35  -10.86  7.76
H  -10.01  -9.94  9.11
H  -16.00  -7.42  5.33
H  -16.93  -6.18  3.30
H  -15.36  -5.19  1.62
H  -12.90  -5.53  2.11
N  -10.29  -6.06  5.02
C  -9.23  -5.31  4.27
C  -9.67  -5.01  2.83
N  -10.16  -6.24  2.24
H  -11.06  -5.52  5.41
H  -9.94  -6.43  5.90
H  -8.39  -6.01  4.22
H  -8.89  -4.31  4.77
H  -8.81  -4.62  2.34
H  -10.49  -4.32  2.89
H  -9.41  -6.88  2.08
H  -10.63  -6.13  1.29
Se  -12.19  -9.09  2.01
Se  -10.73  -10.91  1.77
Se  -9.57  -11.05  3.87
Se  -8.89  -8.84  4.02
C  -13.07  -8.88  -1.47
Sb  -14.44  -7.30  -1.09
C  -13.28  -5.71  -2.01
C  -15.82  -7.49  -2.77
H  -12.72  -8.83  -2.55
H  -13.51  -9.82  -1.21
H  -12.22  -8.79  -0.87
H  -12.93  -5.97  -3.03
H  -12.45  -5.41  -1.37
H  -13.96  -4.92  -2.03
H  -16.39  -6.56  -2.72
H  -15.37  -7.59  -3.75
H  -16.41  -8.37  -2.60


# C2H9N2O

2 unconnected molecules or ions with the total composition C2H9N2O (wB97M-V/def2-TZVPD, OMol25).

Values from the calculation:
HOMO-LUMO gap = 9.1 eV
charge = +1
calculated total energy = -266.072191 Ha
ΔE to the lowest compared entry with this formula, charge and spin = 49.88 kcal/mol
LUMO level = -4.21 eV

Atoms and positions in Å:
C  0.71  1.37  -0.48
C  0.58  -2.25  0.91
N  -0.67  1.92  -0.45
N  -0.54  -2.22  0.16
O  0.60  -1.67  1.97
H  0.82  0.34  -0.06
H  1.42  2.10  0.14
H  1.05  1.56  -1.51
H  1.44  -2.87  0.58
H  -1.25  1.61  -1.26
H  -1.31  1.91  0.43
H  -0.82  -3.01  -0.46
H  -1.21  -1.71  0.72
H  -0.81  2.93  -0.69